No. 1
{
  "formula": "C29H34FeN7O6S2",
  "method": "ωB97M-V with the def2-TZVPD basis set",
  "symbols": ["Fe", "O", "C", "O", "C", "O", "O", "C", "N", "C", "C", "N", "C", "C", "C", "C", "C", "C", "C", "C", "C", "N", "C", "N", "C", "C", "N", "C", "C", "C", "N", "C", "C", "H", "H", "H", "H", "H", "H", "H", "H", "H", "H", "H", "H", "H", "H", "H", "H", "H", "H", "H", "H", "H", "H", "H", "H", "H", "H", "H", "H", "H", "H", "O", "S", "O", "N", "C", "S", "C", "C", "C", "C", "C", "C", "H", "H", "H", "H"],
  "coordinates": [[-1.65, -1.28, -0.51], [-5.52, -2.41, -0.57], [-4.32, -2.26, -0.70], [-3.62, -1.29, -0.20], [-3.45, -3.25, -1.51], [-3.92, -4.17, -2.15], [-2.17, -2.98, -1.42], [0.11, 0.86, -3.87], [-1.07, 0.85, -3.02], [-2.09, -0.11, -3.39], [-1.03, 1.41, -1.78], [-1.62, 0.87, -0.74], [-2.15, 1.75, 0.22], [-2.86, 2.84, -0.23], [-3.34, 3.83, 0.64], [-3.11, 3.72, 1.98], [-2.46, 2.57, 2.50], [-2.31, 2.46, 3.91], [-1.76, 1.34, 4.45], [-1.34, 0.29, 3.60], [-1.41, 0.37, 2.23], [-1.07, -0.77, 1.49], [-0.10, -1.56, 1.92], [-0.29, -2.91, 2.00], [-1.65, -3.44, 1.95], [0.69, -3.83, 1.41], [1.10, -1.10, 2.34], [1.55, 0.25, 2.00], [1.90, -1.77, 3.34], [-1.99, 1.54, 1.63], [-0.35, 2.60, -1.72], [0.17, 3.11, -0.46], [-0.39, 3.56, -2.80], [0.38, -0.17, -4.11], [0.95, 1.32, -3.36], [-0.08, 1.39, -4.81], [-2.43, 0.11, -4.41], [-2.95, -0.03, -2.73], [-1.72, -1.14, -3.38], [-3.04, 2.93, -1.29], [-3.88, 4.68, 0.24], [-3.45, 4.48, 2.67], [-2.66, 3.27, 4.53], [-1.67, 1.23, 5.52], [-0.96, -0.62, 4.05], [-2.34, -2.75, 2.44], [-1.65, -4.40, 2.48], [-2.01, -3.61, 0.93], [1.69, -3.40, 1.42], [0.43, -4.06, 0.38], [0.69, -4.76, 1.99], [1.11, 0.56, 1.06], [2.63, 0.24, 1.89], [1.27, 0.97, 2.78], [1.41, -2.67, 3.68], [2.04, -1.10, 4.20], [2.89, -2.02, 2.95], [0.29, 2.30, 0.24], [-0.49, 3.87, -0.03], [1.15, 3.54, -0.65], [-1.03, 3.20, -3.60], [0.61, 3.76, -3.20], [-0.80, 4.51, -2.42], [3.33, 2.26, -2.03], [3.25, 1.32, -0.94], [3.54, 1.81, 0.38], [1.80, 0.55, -0.98], [1.93, -0.72, -1.24], [0.68, -1.84, -1.46], [3.36, -1.17, -1.41], [3.85, -2.45, -1.63], [5.23, -2.61, -1.73], [6.09, -1.53, -1.63], [5.60, -0.25, -1.40], [4.23, -0.11, -1.29], [3.17, -3.28, -1.72], [5.64, -3.60, -1.91], [7.16, -1.68, -1.72], [6.26, 0.61, -1.31]],
  "lowdin_charge": [0.627, 0.045, -0.574, -0.139, -0.573, 0.049, -0.207, -0.063, -0.135, -0.044, -0.396, 0.086, -0.219, -0.039, -0.083, -0.060, -0.157, -0.062, -0.087, -0.038, -0.192, 0.069, -0.414, -0.132, -0.032, -0.069, -0.118, -0.046, -0.054, -0.023, -0.140, -0.043, -0.052, 0.080, 0.071, 0.086, 0.091, 0.091, 0.072, 0.120, 0.100, 0.102, 0.102, 0.098, 0.113, 0.097, 0.088, 0.074, 0.072, 0.066, 0.088, 0.049, 0.080, 0.101, 0.084, 0.091, 0.089, 0.072, 0.093, 0.089, 0.086, 0.091, 0.090, -0.303, 0.622, -0.302, -0.103, -0.750, 0.772, -0.221, -0.032, -0.071, -0.080, -0.039, -0.221, 0.098, 0.101, 0.101, 0.119],
  "max_force_ev_per_a": 0.8,
  "e_lumo_ev": [2.050, 2.015],
  "multiplicity": 5,
  "total_charge": -1,
  "homo_lumo_gap_ev": [6.89, 6.87],
  "s2": 6.012
}

---

No. 2
{
  "formula": "C5H6OS2",
  "method": "ωB97M-V with the def2-TZVPD basis set",
  "symbols": ["C", "C", "C", "C", "C", "H", "H", "H", "H", "H", "H", "O", "S", "S"],
  "coordinates": [[-0.01, -1.44, -2.40], [-1.25, -0.97, -1.79], [-2.36, -0.55, -2.48], [0.52, 0.36, 0.21], [0.78, 0.41, 1.63], [0.18, -2.43, -2.18], [0.81, -0.71, -2.16], [-0.44, -1.37, -3.57], [-2.54, -0.71, -3.43], [-2.97, 0.24, -1.87], [0.35, -0.49, 2.15], [1.08, 1.11, -0.67], [-1.08, -0.57, 0.02], [1.71, 1.18, 2.82]],
  "lowdin_charge": [-0.123, -0.621, 0.013, -0.660, -0.653, 0.047, 0.084, 0.148, -0.002, 0.095, 0.019, -0.014, 0.964, 0.702],
  "max_force_ev_per_a": 8.5,
  "e_lumo_ev": -2.280,
  "homo_lumo_gap_ev": 6.97,
  "smiles": "C=C(C)SC(=O)C=S"
}

---

No. 3
{
  "formula": "C15H24N3O6",
  "method": "ωB97M-V with the def2-TZVPD basis set",
  "symbols": ["C", "C", "O", "C", "C", "C", "N", "O", "H", "H", "H", "H", "H", "H", "C", "C", "C", "C", "O", "C", "N", "N", "C", "O", "O", "C", "C", "C", "C", "O", "H", "H", "H", "H", "H", "H", "H", "H", "H", "H", "H", "H", "H", "H", "H", "H", "H", "H"],
  "coordinates": [[-4.74, -0.21, -2.96], [-3.38, 0.09, -3.53], [-2.47, 0.05, -2.34], [-1.14, 0.17, -2.55], [-0.25, -0.32, -1.42], [0.99, -0.64, -2.08], [2.00, -0.95, -2.58], [-0.64, 0.49, -3.62], [-5.52, -0.13, -3.73], [-4.79, -1.23, -2.56], [-5.00, 0.49, -2.16], [-3.09, -0.67, -4.26], [-3.33, 1.08, -3.98], [-0.74, -1.20, -1.04], [3.19, 3.76, -0.93], [3.52, 2.45, -0.26], [4.38, 1.56, -1.15], [4.31, 2.78, 1.00], [2.27, 1.66, 0.13], [1.19, 1.58, -0.65], [0.18, 0.55, -0.33], [0.65, -0.44, 0.57], [-0.35, -0.62, 1.52], [-1.01, 0.25, 2.05], [-0.41, -1.97, 1.80], [-1.43, -2.48, 2.73], [-2.82, -1.91, 2.52], [-0.95, -2.28, 4.16], [-1.53, -3.97, 2.47], [0.90, 2.29, -1.60], [2.66, 4.43, -0.25], [4.12, 4.27, -1.23], [2.59, 3.58, -1.82], [4.78, 0.71, -0.57], [3.81, 1.17, -2.00], [5.23, 2.12, -1.53], [4.62, 1.88, 1.54], [5.24, 3.33, 0.76], [3.75, 3.45, 1.66], [-3.20, -2.19, 1.53], [-3.51, -2.34, 3.27], [-2.84, -0.82, 2.63], [0.03, -2.75, 4.29], [-0.88, -1.22, 4.42], [-1.64, -2.76, 4.87], [-0.56, -4.46, 2.54], [-2.19, -4.45, 3.20], [-1.95, -4.17, 1.48]],
  "lowdin_charge": [-0.090, -0.185, -0.003, -0.415, -0.191, -0.188, 0.179, 0.101, 0.071, 0.078, 0.081, 0.122, 0.119, 0.158, -0.055, -0.529, -0.031, -0.047, 0.052, -0.457, -0.040, 0.015, -0.599, 0.020, -0.007, -0.599, -0.050, -0.042, -0.056, 0.071, 0.094, 0.087, 0.075, 0.092, 0.079, 0.085, 0.086, 0.091, 0.086, 0.087, 0.083, 0.073, 0.087, 0.087, 0.079, 0.084, 0.082, 0.082],
  "max_force_ev_per_a": 3.8,
  "e_lumo_ev": 2.904,
  "total_charge": -1,
  "homo_lumo_gap_ev": 6.40,
  "smiles": "CCOC(=O)[C@@H](C#N)N(/N=C(\\[O-])OC(C)(C)C)C(=O)OC(C)(C)C"
}

---

No. 4
{
  "formula": "C2H11N3O2",
  "method": "ωB97M-V with the def2-TZVPD basis set",
  "symbols": ["C", "N", "C", "N", "N", "H", "H", "H", "H", "H", "H", "H", "H", "H", "O", "H", "H", "O"],
  "coordinates": [[-0.84, -0.99, -2.08], [-1.22, -0.55, -0.75], [-0.37, -0.86, 0.30], [-0.96, -0.77, 1.60], [0.78, -1.38, 0.13], [-1.73, -1.31, -2.63], [-0.41, -0.21, -2.69], [-0.11, -1.80, -2.10], [-2.18, -0.72, -0.52], [-1.49, 0.08, 1.79], [-1.66, -1.47, 1.79], [0.81, -2.23, 0.68], [-0.03, 5.45, 2.80], [-0.25, 5.88, 1.29], [-0.28, 6.16, 2.21], [3.27, -0.99, -0.70], [2.95, -2.42, -0.53], [3.71, -1.85, -0.57]],
  "lowdin_charge": [-0.111, -0.016, -0.522, 0.073, 0.091, 0.078, 0.077, 0.070, 0.118, 0.074, 0.076, 0.065, 0.031, 0.029, -0.059, 0.017, -0.002, -0.089],
  "max_force_ev_per_a": 1.8,
  "e_lumo_ev": 0.316,
  "homo_lumo_gap_ev": 9.36,
  "smiles": "[H]/N=C(\\N)NC.O.O"
}

---

No. 5
{
  "formula": "C3H10N2O",
  "method": "ωB97M-V with the def2-TZVPD basis set",
  "symbols": ["C", "N", "C", "O", "C", "N", "H", "H", "H", "H", "H", "H", "H", "H", "H", "H"],
  "coordinates": [[-1.11, 0.12, 0.80], [-0.64, 0.00, -0.59], [0.35, -1.12, -0.87], [0.55, -1.15, -2.22], [0.04, 0.56, 1.71], [0.74, 1.77, 1.28], [-1.77, 1.00, 0.79], [-1.68, -0.73, 1.17], [-1.25, -0.26, -1.38], [-0.09, -1.95, -0.32], [1.31, -0.94, -0.35], [0.78, -2.04, -2.50], [0.79, -0.24, 1.76], [-0.42, 0.71, 2.68], [1.41, 1.58, 0.54], [0.05, 2.45, 0.97]],
  "lowdin_charge": [-0.143, 0.224, -0.210, 0.037, -0.255, 0.039, 0.138, 0.154, 0.181, 0.162, 0.150, 0.133, 0.114, 0.125, 0.075, 0.076],
  "max_force_ev_per_a": 4.5,
  "e_lumo_ev": [-3.270, -8.498],
  "multiplicity": 2,
  "total_charge": 1,
  "homo_lumo_gap_ev": [10.66, 5.30],
  "s2": 0.754
}